{"formula": "C26H45BiClF3O3PS", "method": "the ωB97M-V functional and the def2-TZVPD basis", "elements": ["Bi", "Cl", "P", "C", "H", "H", "C", "C", "C", "H", "C", "H", "H", "C", "H", "H", "C", "H", "H", "C", "H", "H", "H", "H", "C", "C", "H", "C", "H", "H", "C", "H", "H", "C", "H", "H", "C", "H", "H", "H", "H", "C", "H", "C", "H", "H", "C", "H", "H", "C", "H", "H", "C", "H", "H", "H", "H", "C", "C", "H", "C", "H", "C", "H", "H", "C", "H", "H", "C", "H", "H", "H", "H", "F", "C", "F", "F", "S", "O", "O", "O"], "coordinates": [[2.416, 0.517, 4.271], [1.606, -1.678, 5.069], [0.187, 0.104, -0.649], [-0.221, -0.675, 0.925], [0.748, -0.880, 1.405], [-0.567, 0.108, 1.629], [1.986, 0.383, -0.704], [-0.630, 1.715, -0.353], [2.416, 0.752, -2.135], [2.134, 1.260, -0.040], [3.878, 1.185, -2.158], [2.286, -0.126, -2.787], [1.781, 1.553, -2.548], [4.798, 0.077, -1.634], [4.155, 1.458, -3.185], [3.997, 2.087, -1.543], [4.366, -0.430, -0.252], [4.778, -0.759, -2.344], [5.832, 0.437, -1.595], [2.864, -0.768, -0.175], [4.935, -1.332, -0.003], [4.611, 0.318, 0.506], [2.681, -1.662, -0.798], [2.601, -1.043, 0.858], [-0.465, -0.899, -2.036], [-2.148, 1.551, -0.490], [-0.458, 1.951, 0.714], [-2.833, 2.888, -0.179], [-2.421, 1.187, -1.493], [-2.516, 0.804, 0.235], [-2.260, 4.034, -1.021], [-3.916, 2.790, -0.320], [-2.645, 3.106, 0.882], [-0.757, 4.175, -0.784], [-2.450, 3.857, -2.085], [-2.765, 4.969, -0.750], [-0.011, 2.881, -1.125], [-0.336, 5.010, -1.360], [-0.583, 4.367, 0.283], [-0.031, 2.684, -2.207], [1.045, 2.996, -0.835], [0.286, -2.228, -2.252], [-1.481, -1.139, -1.664], [-0.554, -3.164, -3.126], [1.261, -2.041, -2.734], [0.491, -2.724, -1.297], [-0.956, -2.533, -4.468], [-0.008, -4.102, -3.295], [-1.479, -3.421, -2.587], [-1.472, -1.089, -4.336], [-0.075, -2.532, -5.127], [-1.723, -3.159, -4.948], [-0.624, -0.210, -3.403], [-1.530, -0.627, -5.328], [-2.492, -1.125, -3.930], [0.368, -0.064, -3.853], [-1.076, 0.786, -3.300], [-0.211, -3.104, 1.254], [-1.090, -1.842, 1.024], [0.479, -3.396, 0.454], [-2.113, -1.570, 2.161], [-1.605, -1.996, 0.056], [-1.551, -1.935, 3.533], [-2.416, -0.510, 2.205], [-3.017, -2.147, 1.961], [-1.116, -3.386, 3.615], [-0.691, -1.295, 3.774], [-2.307, -1.713, 4.311], [-0.125, -3.814, 2.496], [-0.705, -3.620, 4.595], [-2.007, -4.012, 3.519], [0.916, -3.723, 2.861], [-0.285, -4.882, 2.286], [-2.960, 3.137, 4.831], [-1.678, 2.961, 5.208], [-1.219, 4.118, 5.740], [-1.648, 2.018, 6.174], [-0.597, 2.391, 3.768], [-1.345, 1.270, 3.227], [-0.364, 3.505, 2.882], [0.631, 1.961, 4.527]], "homo_lumo_gap_ev": 2.85, "total_charge": -1, "fmax_ha_per_bohr": 0.0660, "de_lowest_kcal_mol": 4.4, "homo_ha": -0.02435}